Record 1
The following is a DFT calculation (ωB97M-V/def2-TZVPD) of C17H31BeF3O2P2 as an isolated structure.

Output
LUMO energy, eV: 0.34
Molar mass, g/mol: 395.4
E_HOMO, eV: -5.90
Electronic energy, eV: -49354.9863
ΔE to the lowest compared entry with this formula, charge and spin, eV: 0.000
Kohn-Sham gap, eV: 6.24

Each line ends with the Löwdin charge.
Positions of all 56 atoms, in Å:
P1 0.077 -2.090 1.250  0.88
P2 -0.631 1.733 1.578  0.92
C1 -0.418 -0.854 -0.011  -0.36
C2 -0.121 0.668 0.123  -0.35
H1 -1.474 -1.012 -0.288  0.10
H2 0.196 -1.207 -0.845  0.02
H3 0.911 0.907 -0.204  0.09
H4 -0.806 1.180 -0.573  0.03
C3 -2.396 2.127 1.488  -0.23
H5 -2.608 2.717 2.400  0.06
H6 -2.991 1.201 1.506  0.05
H7 -2.634 2.722 0.594  0.04
C4 0.469 3.175 1.518  -0.24
H8 0.212 3.834 0.680  0.04
H9 1.522 2.861 1.442  0.06
H10 0.316 3.701 2.471  0.05
C5 -1.017 -3.535 1.090  -0.23
H11 -0.881 -4.177 1.971  0.05
H12 -0.790 -4.127 0.190  0.05
H13 -2.065 -3.213 1.049  0.05
C6 1.823 -2.553 0.925  -0.25
H14 2.476 -1.774 1.354  0.04
H15 2.031 -2.660 -0.152  0.02
H16 2.030 -3.515 1.432  0.05
Be1 0.296 -0.131 2.140  -0.18
C7 0.357 1.337 -2.739  -0.11
C8 -0.989 1.418 -2.637  -0.14
C9 -1.914 0.704 -3.567  -0.18
C10 -1.524 -0.768 -3.942  -0.17
C11 -0.761 -1.521 -2.887  -0.12
C12 0.587 -1.600 -2.806  -0.13
C13 1.479 -0.800 -3.708  -0.18
C14 1.073 0.691 -3.903  -0.17
C15 -0.997 -0.858 3.203  -0.27
H17 1.013 1.880 -2.062  0.10
H18 -1.467 2.187 -2.016  0.11
H19 -2.069 1.268 -4.506  0.12
H20 -2.903 0.682 -3.100  0.10
H21 -2.475 -1.304 -4.135  0.11
H22 -0.996 -0.738 -4.904  0.10
H23 -1.398 -2.126 -2.240  0.10
H24 1.075 -2.395 -2.224  0.10
H25 1.579 -1.264 -4.707  0.12
H26 2.489 -0.837 -3.291  0.10
H27 2.007 1.255 -4.090  0.12
H28 0.493 0.756 -4.830  0.10
H29 -1.029 -0.021 3.954  0.00
H30 -0.631 -1.792 3.685  0.00
H31 -2.010 -0.991 2.832  -0.02
F1 2.545 2.122 5.942  0.14
C16 2.738 1.396 4.819  -0.49
F2 3.521 2.123 3.969  0.12
F3 3.410 0.269 5.160  0.13
C17 1.376 1.057 4.077  -0.49
O1 0.372 1.641 4.456  0.05
O2 1.523 0.250 3.067  -0.05

=====

Record 2
The following is a DFT calculation (ωB97M-V/def2-TZVPD) of C17H31BeF5P2 as an isolated structure.

Output
LUMO energy, eV: 0.39
Molar mass, g/mol: 401.4
E_HOMO, eV: -6.86
Electronic energy, eV: -50696.9977
ΔE to the lowest compared entry with this formula, charge and spin, eV: 0.000
Kohn-Sham gap, eV: 7.25

Each line ends with the Löwdin charge.
Positions of all 56 atoms, in Å:
P1 -0.509 -1.727 1.171  0.85
P2 1.925 -0.447 0.104  0.88
C1 -0.816 -0.178 0.216  -0.40
C2 0.343 0.053 -0.750  -0.36
H1 -0.929 0.665 0.915  0.09
H2 -1.756 -0.272 -0.337  0.03
H3 0.242 -0.559 -1.662  0.09
H4 0.384 1.104 -1.072  0.03
C3 2.385 1.077 0.985  -0.22
H5 3.464 1.047 1.187  0.05
H6 1.850 1.127 1.944  0.05
H7 2.140 1.962 0.380  0.04
C4 3.191 -0.780 -1.130  -0.24
H8 3.310 0.084 -1.797  0.05
H9 2.917 -1.670 -1.710  0.05
H10 4.132 -0.979 -0.603  0.04
C5 -1.674 -1.794 2.541  -0.25
H11 -1.738 -2.820 2.924  0.05
H12 -2.662 -1.465 2.199  0.04
H13 -1.318 -1.147 3.352  0.05
C6 -1.137 -2.916 -0.071  -0.24
H14 -0.415 -3.037 -0.890  0.06
H15 -2.086 -2.557 -0.490  0.05
H16 -1.305 -3.895 0.391  0.04
Be1 1.684 -1.988 1.563  -0.06
C7 -0.740 2.623 -2.661  -0.12
C8 -0.533 3.285 -1.514  -0.13
C9 -1.541 4.136 -0.813  -0.18
C10 -3.007 3.619 -0.851  -0.19
C11 -3.173 2.141 -0.643  -0.11
C12 -3.175 1.209 -1.603  -0.14
C13 -3.008 1.460 -3.065  -0.18
C14 -2.018 2.598 -3.447  -0.19
C15 1.313 -3.679 1.769  -0.23
H17 0.088 2.093 -3.147  0.11
H18 0.464 3.305 -1.065  0.10
H19 -1.539 5.160 -1.225  0.12
H20 -1.232 4.251 0.235  0.11
H21 -3.559 4.138 -0.047  0.11
H22 -3.472 3.942 -1.792  0.10
H23 -3.377 1.860 0.397  0.11
H24 -3.401 0.169 -1.352  0.10
H25 -3.981 1.689 -3.534  0.12
H26 -2.676 0.527 -3.544  0.11
H27 -1.757 2.462 -4.511  0.11
H28 -2.544 3.559 -3.385  0.10
H29 2.203 -4.160 1.335  0.00
H30 0.423 -4.143 1.329  -0.04
H31 1.303 -3.878 2.850  0.02
F1 3.004 -0.907 3.533  0.00
C16 3.326 -1.789 2.513  -0.36
F2 4.338 -1.185 1.758  -0.03
C17 3.999 -3.039 3.134  -0.53
F3 3.186 -3.608 4.067  0.11
F4 4.284 -3.961 2.162  0.10
F5 5.180 -2.763 3.751  0.12

=====

Record 3
The following is a DFT calculation (ωB97M-V/def2-TZVPD) of a 10-piece molecular cluster, C17H31Br14Cl9 overall.

Output
LUMO energy, eV: 0.14
Molar mass, g/mol: 1673.2
E_HOMO, eV: -10.12
Electronic energy, eV: -1111429.1258
ΔE to the lowest compared entry with this formula, charge and spin, eV: 0.000
SMILES string: ClC(Cl)Cl.ClC(Cl)Cl.ClC(Cl)Cl.BrCCBr.BrCCBr.BrCCBr.BrCCBr.BrCCBr.BrCCBr.BrCCBr
Kohn-Sham gap, eV: 10.26

Each line ends with the Löwdin charge.
Positions of all 71 atoms, in Å:
Cl1 -4.226 4.311 1.143  0.50
C1 -3.488 4.311 2.758  -1.59
Cl2 -4.844 3.877 3.808  0.50
Cl3 -2.758 5.806 3.170  0.59
H1 -2.738 3.521 2.802  -0.07
Cl4 3.016 3.331 -4.052  0.53
C2 2.051 2.023 -3.344  -1.51
Cl5 1.672 0.677 -4.524  0.46
Cl6 0.543 2.658 -2.719  0.54
H2 2.695 1.685 -2.532  -0.03
Cl7 -3.241 2.736 -1.880  0.48
C3 -3.677 1.468 -3.058  -1.49
Cl8 -2.208 0.663 -3.811  0.48
Cl9 -4.575 2.197 -4.356  0.55
H3 -4.321 0.710 -2.611  -0.06
Br1 4.649 -1.565 -3.588  0.60
C4 3.242 -2.963 -3.490  -0.68
C5 3.839 -4.321 -3.827  -0.70
Br2 2.509 -5.741 -3.973  0.60
H4 2.492 -2.763 -4.255  0.04
H5 2.806 -3.015 -2.492  0.00
H6 4.510 -4.649 -3.034  0.04
H7 4.395 -4.307 -4.765  0.05
Br3 -1.867 1.477 0.954  0.66
C6 -0.870 0.220 -0.232  -0.64
C7 0.634 0.344 -0.016  -0.70
Br4 1.574 -0.869 -1.200  0.73
H8 -1.045 0.364 -1.298  -0.01
H9 -1.317 -0.754 -0.031  0.02
H10 0.949 0.093 0.997  -0.01
H11 0.988 1.360 -0.189  -0.04
Br5 -3.908 -1.728 -1.204  0.68
C8 -3.079 -2.872 -2.645  -0.58
C9 -1.596 -3.230 -2.245  -0.62
Br6 -0.702 -4.037 -3.837  0.58
H12 -3.218 -2.267 -3.541  0.03
H13 -3.656 -3.794 -2.705  0.05
H14 -1.491 -3.977 -1.458  0.06
H15 -1.081 -2.310 -1.969  0.00
Br7 -5.300 0.206 3.145  0.60
C10 -5.319 0.525 1.171  -0.68
C11 -6.815 0.822 0.884  -0.66
Br8 -6.894 1.569 -0.952  0.60
H16 -5.149 -0.465 0.747  -0.04
H17 -4.666 1.322 0.815  -0.03
H18 -7.279 1.549 1.550  0.04
H19 -7.462 -0.055 0.868  0.05
Br9 2.991 -1.318 2.286  0.64
C12 4.536 -2.314 1.545  -0.65
C13 4.699 -1.933 0.098  -0.74
Br10 6.221 -2.932 -0.539  0.64
H20 4.339 -3.367 1.746  0.06
H21 5.392 -2.061 2.172  0.05
H22 5.060 -0.917 -0.066  0.04
H23 3.915 -2.302 -0.564  -0.02
Br11 3.191 2.814 0.438  0.64
C14 3.924 2.511 2.282  -0.59
C15 5.314 1.816 2.074  -0.67
Br12 5.956 0.989 3.761  0.57
H24 3.180 1.847 2.722  0.01
H25 4.004 3.473 2.788  0.06
H26 6.063 2.473 1.632  0.06
H27 5.246 0.953 1.411  0.00
Br13 -0.065 2.656 3.859  0.64
C16 -0.200 0.904 4.669  -0.66
C17 -1.734 0.651 4.699  -0.74
Br14 -2.107 -1.120 5.407  0.61
H28 0.313 0.928 5.631  0.06
H29 0.306 0.159 4.054  0.04
H30 -2.036 0.535 3.658  -0.04
H31 -2.281 1.414 5.253  0.06

=====

Record 4
The following is a DFT calculation (ωB97M-V/def2-TZVPD) of C17H31CuF3O2P2 as an isolated structure.

Output
LUMO energy (alpha / beta), eV: -0.03 / -0.33
Molar mass, g/mol: 449.9
E_HOMO (alpha / beta), eV: -6.52 / -6.52
Electronic energy, eV: -93590.4507
ΔE to the lowest compared entry with this formula, charge and spin, eV: 1.223
Spin multiplicity: 2
Kohn-Sham gap (alpha / beta), eV: 6.49 / 6.19

Each line ends with the Löwdin spin population.
Positions of all 56 atoms, in Å:
P1 0.369 -1.993 -1.992  0.04
P2 0.263 2.033 -1.272  0.00
C1 -0.062 -0.420 -2.672  0.01
C2 0.889 0.753 -2.425  0.00
H1 -1.315 -0.332 -2.027  0.00
H2 -0.410 -0.454 -3.718  0.00
H3 1.926 0.478 -2.118  0.00
H4 1.028 1.309 -3.374  0.00
C3 -0.593 3.278 -2.296  0.00
H5 -0.902 4.122 -1.663  0.00
H6 -1.482 2.844 -2.804  0.00
H7 0.122 3.648 -3.044  0.00
C4 1.705 2.859 -0.568  0.00
H8 1.992 3.681 -1.256  0.00
H9 2.566 2.176 -0.481  0.00
H10 1.510 3.302 0.418  0.00
C5 -0.871 -3.148 -2.647  0.01
H11 -0.973 -3.991 -1.944  0.00
H12 -0.552 -3.536 -3.628  0.00
H13 -1.862 -2.670 -2.754  0.00
C6 2.007 -2.489 -2.426  0.01
H14 2.672 -1.618 -2.502  0.00
H15 1.926 -2.969 -3.412  0.00
H16 2.392 -3.205 -1.681  0.00
Cu1 2.254 0.603 2.948  0.00
C7 -1.104 1.131 -0.415  0.00
C8 -2.003 0.242 -1.243  0.01
C9 -2.935 -0.633 -0.398  0.03
C10 -2.329 -1.505 0.744  0.10
C11 -1.227 -2.365 0.354  0.57
C12 0.036 -1.976 -0.207  0.10
C13 0.685 -0.690 0.439  0.03
C14 -0.209 0.500 0.719  0.00
C15 2.176 -1.259 3.468  0.00
H17 -1.767 1.912 0.008  0.00
H18 -2.649 0.916 -1.837  0.00
H19 -3.539 -1.305 -1.035  0.00
H20 -3.652 0.089 0.055  0.00
H21 -2.054 -0.865 1.607  0.03
H22 -3.134 -2.152 1.144  0.00
H23 -1.278 -3.417 0.636  0.03
H24 0.717 -2.818 0.005  0.01
H25 1.593 -0.370 -0.106  0.00
H26 1.101 -1.042 1.404  0.00
H27 -0.809 0.296 1.595  0.00
H28 0.464 1.297 1.113  0.00
H29 2.321 -1.360 4.558  0.00
H30 2.921 -1.869 2.923  0.00
H31 1.147 -1.577 3.237  0.00
F1 -1.264 2.265 5.333  0.00
C16 -0.324 1.706 4.542  0.00
F2 0.168 0.607 5.215  0.00
F3 -0.964 1.209 3.437  0.00
C17 0.829 2.694 4.131  0.00
O1 0.885 3.733 4.768  0.00
O2 1.599 2.347 3.141  0.00

=====

> Which formula does entry 1 have?

C17H31BeF3O2P2